1.
{"formula": "C5H6ClNO", "method": "the ωB97M-V functional and the def2-TZVPD basis", "elements": ["C", "C", "O", "N", "C", "C", "C", "Cl", "H", "H", "H", "H", "H", "H"], "positions_angstrom": [[1.2994, -1.1126, 0.4578], [0.6398, -0.1421, -0.5002], [1.4239, 1.1276, -0.6215], [0.6217, 2.1719, -0.3355], [-0.5468, 1.8116, 0.0014], [-0.7149, 0.3716, -0.0720], [-1.8289, -0.3445, 0.0537], [-1.9088, -2.0501, -0.1676], [0.7824, -2.0140, 0.5733], [1.3700, -0.5781, 1.4471], [2.3246, -1.3077, 0.1116], [0.6337, -0.5257, -1.5165], [-1.3359, 2.4814, 0.2204], [-2.7604, 0.1109, 0.3479]], "lowdin_charge": [-0.04, -0.29, -0.09, 0.05, -0.09, -0.27, -0.50, 0.65, 0.03, 0.11, 0.09, 0.15, 0.11, 0.07], "gap_ev": 9.34, "e_tot_ha": -784.23207, "lumo_ev": 0.487, "charge": 0, "homo_energy_ev": -8.86, "smiles": "C[C@@H]1ON=C/C1=C/Cl"}

2.
{"formula": "C5H6ClNO", "method": "the ωB97M-V functional and the def2-TZVPD basis", "elements": ["O", "N", "C", "C", "C", "C", "C", "Cl", "H", "H", "H", "H", "H", "H"], "positions_angstrom": [[2.6707, 0.4500, -0.1927], [1.7740, 1.2093, -0.3182], [0.5858, 0.8424, 0.4021], [0.5327, -0.4867, 1.0295], [-0.2931, -1.3778, 0.4899], [-0.8537, -0.8117, -0.7479], [-0.5802, 0.7360, -0.6882], [-1.9642, 1.4806, 0.2222], [0.3343, 1.6785, 0.9793], [1.0279, -0.6368, 2.0400], [-0.4591, -2.4559, 0.6595], [-0.4581, -1.2873, -1.5886], [-1.9058, -0.7503, -0.6998], [-0.4113, 1.4095, -1.5872]], "lowdin_charge": [0.04, -0.02, -0.39, -0.09, -0.07, -0.21, -0.52, 0.61, 0.09, 0.13, 0.13, 0.10, 0.06, 0.12], "gap_ev": 9.30, "e_tot_ha": -784.18148, "lumo_ev": 0.109, "charge": 0, "homo_energy_ev": -9.19, "smiles": "O=N[C@@H]1C=CC[C@H]1Cl"}

Repeat the first record exactly.
{"formula": "C5H6ClNO", "method": "the ωB97M-V functional and the def2-TZVPD basis", "elements": ["C", "C", "O", "N", "C", "C", "C", "Cl", "H", "H", "H", "H", "H", "H"], "positions_angstrom": [[1.2994, -1.1126, 0.4578], [0.6398, -0.1421, -0.5002], [1.4239, 1.1276, -0.6215], [0.6217, 2.1719, -0.3355], [-0.5468, 1.8116, 0.0014], [-0.7149, 0.3716, -0.0720], [-1.8289, -0.3445, 0.0537], [-1.9088, -2.0501, -0.1676], [0.7824, -2.0140, 0.5733], [1.3700, -0.5781, 1.4471], [2.3246, -1.3077, 0.1116], [0.6337, -0.5257, -1.5165], [-1.3359, 2.4814, 0.2204], [-2.7604, 0.1109, 0.3479]], "lowdin_charge": [-0.04, -0.29, -0.09, 0.05, -0.09, -0.27, -0.50, 0.65, 0.03, 0.11, 0.09, 0.15, 0.11, 0.07], "gap_ev": 9.34, "e_tot_ha": -784.23207, "lumo_ev": 0.487, "charge": 0, "homo_energy_ev": -8.86, "smiles": "C[C@@H]1ON=C/C1=C/Cl"}